Record 1
{"formula": "C6H12N2", "method": "the ωB97M-V functional and the def2-TZVPD basis", "energy_ha": -345.0558, "e_above_lowest_ev": 7.403, "e_homo_ev": -8.44, "multiplicity": 1, "largest_force_ha_per_bohr": 0.1307, "homo_lumo_gap_ev": 9.2668, "symbols": ["C", "C", "C", "C", "C", "C", "H", "H", "H", "H", "H", "H", "H", "H", "H", "H", "H", "H", "N", "N"], "coordinates": [[-1.12702, 1.02254, -0.38428], [-1.63341, -0.27702, 0.13092], [0.53377, -1.25356, -0.12512], [0.89356, -0.45628, 1.10712], [1.15158, 0.83288, 0.11494], [1.44159, -0.22150, -0.94480], [-1.09848, 0.90559, -1.45902], [-1.76840, 1.83754, 0.00150], [-1.39622, -0.31692, 1.36062], [-2.81431, -0.38434, 0.16685], [-1.19100, -1.81420, 0.86996], [0.62957, -2.29532, 0.17512], [1.75850, -0.55016, 1.61863], [0.16384, 0.01314, 1.96536], [2.05629, 1.46942, 0.28809], [0.97735, 0.18450, -1.88812], [2.51803, -0.72740, -0.96917], [-0.17955, 2.57805, 0.02696], [-0.95793, -1.44841, -0.42605], [-0.07293, 1.62237, 0.20471]], "forces_ev_per_angstrom": [[-4.944, 0.540, -0.255], [-2.312, 0.464, 4.069], [-0.934, -1.358, 0.978], [-3.315, 5.789, 0.824], [2.193, 0.134, 3.053], [-1.209, -1.527, -1.505], [-0.076, 0.322, -0.871], [-1.930, -0.886, -1.460], [-1.134, 1.132, -2.938], [2.400, 0.199, -0.800], [0.819, -0.762, -5.310], [1.956, -0.386, -1.420], [3.046, -1.577, 1.214], [1.391, -1.893, -2.032], [-0.850, -0.366, 0.330], [1.062, -1.301, 0.054], [-2.216, 1.860, -0.202], [1.519, 1.515, -0.382], [-0.046, -0.346, 5.828], [4.579, -1.554, 0.825]]}

Record 2
{"formula": "C35H61BN8O2PS5W", "method": "the ωB97M-V functional and the def2-TZVPD basis", "energy_ha": -4382.8101, "s2": 0.761, "e_above_lowest_ev": 1.227, "e_homo_ev": [-12.97, -13.10], "total_charge": 2, "multiplicity": 2, "largest_force_ha_per_bohr": 0.0127, "homo_lumo_gap_ev": [6.4699, 6.9133], "symbols": ["W", "C", "C", "C", "C", "N", "N", "B", "N", "N", "C", "C", "C", "C", "C", "S", "C", "C", "C", "C", "N", "N", "C", "C", "C", "C", "C", "S", "C", "C", "C", "C", "C", "S", "C", "C", "C", "C", "H", "H", "H", "H", "H", "H", "H", "H", "H", "H", "H", "H", "H", "H", "H", "H", "H", "H", "H", "H", "H", "H", "H", "H", "H", "H", "H", "H", "H", "H", "H", "H", "H", "H", "H", "H", "H", "H", "H", "C", "C", "O", "P", "S", "S", "O", "C", "C", "H", "H", "H", "H", "H", "H", "H", "H", "H", "H", "N", "C", "C", "C", "C", "N", "H", "H", "H", "H", "H", "H", "H", "H", "H", "H", "H", "H"], "coordinates": [[-0.32410, -0.11402, -2.19278], [-0.09956, -4.83336, 0.19516], [0.24835, -3.43928, 0.61619], [1.18455, -3.15272, 1.56388], [1.53471, -1.80920, 1.85474], [0.84930, -0.81796, 1.35363], [-0.12289, -1.09285, 0.47924], [-1.00773, 0.09873, -0.06319], [-0.64303, 1.38606, 0.73235], [-0.64888, 1.35788, 2.07175], [-0.42272, 2.47842, 2.70560], [-0.19498, 3.69008, 1.99862], [-0.20706, 3.72210, 0.63791], [0.01864, 4.95312, -0.17770], [-0.45275, 2.47748, 0.00480], [-0.58388, 2.30026, -1.69689], [-0.44101, 2.46420, 4.22523], [-1.64646, 3.29549, 4.69221], [0.85221, 3.09646, 4.75977], [-0.56062, 1.04004, 4.76359], [-2.53630, -0.17414, 0.09753], [-2.90091, -0.46252, 1.35002], [-4.16651, -0.67812, 1.60840], [-5.13598, -0.57926, 0.58323], [-4.76915, -0.28141, -0.69656], [-5.75255, -0.18106, -1.81704], [-3.38113, -0.10556, -0.93591], [-2.79487, 0.11710, -2.54573], [-4.51402, -0.96520, 3.06203], [-3.44252, -1.87204, 3.67731], [-4.53724, 0.38738, 3.79038], [-5.88221, -1.63562, 3.19185], [-0.35089, -2.32121, -0.01451], [-1.30737, -2.39229, -1.45146], [2.71831, -1.48491, 2.74568], [2.46219, -2.05054, 4.14907], [2.93767, 0.02357, 2.82183], [3.96519, -2.14272, 2.13268], [0.00918, -5.51926, 1.03357], [0.56728, -5.16993, -0.60121], [-1.12035, -4.89460, -0.17738], [1.69617, -3.95853, 2.07534], [-0.00823, 4.60087, 2.55236], [0.28538, 5.79496, 0.45694], [-0.88209, 5.21152, -0.73796], [0.81431, 4.78542, -0.90602], [-1.55813, 4.34167, 4.39386], [-1.70963, 3.26751, 5.78032], [-2.58109, 2.90266, 4.28762], [0.98644, 4.12438, 4.42122], [1.72996, 2.52134, 4.46174], [0.81757, 3.11736, 5.84928], [-1.48416, 0.56094, 4.44338], [-0.54755, 1.07027, 5.85355], [0.26779, 0.41570, 4.42718], [-6.17907, -0.74535, 0.81266], [-6.76873, -0.29259, -1.44669], [-5.56211, -0.95682, -2.56102], [-5.66521, 0.78062, -2.32448], [-2.45338, -1.42091, 3.60633], [-3.42010, -2.84341, 3.17836], [-3.67221, -2.04034, 4.72987], [-3.57506, 0.89063, 3.69179], [-4.74593, 0.23502, 4.84999], [-5.31176, 1.04170, 3.38442], [-5.93611, -2.56543, 2.62159], [-6.69662, -0.98164, 2.87672], [-6.05893, -1.88100, 4.23878], [1.54384, -1.64659, 4.57870], [3.28934, -1.77980, 4.80563], [2.39123, -3.13946, 4.14780], [2.06451, 0.53237, 3.22795], [3.14031, 0.44538, 1.83569], [3.79175, 0.22652, 3.46865], [3.86742, -3.22733, 2.06368], [4.83192, -1.93214, 2.75978], [4.16347, -1.74783, 1.13405], [6.38177, 2.03690, -1.31112], [5.33659, 2.33909, -2.35190], [4.51322, 1.14142, -2.51634], [3.04175, 1.14281, -3.07676], [1.96564, 0.34703, -1.47047], [2.40089, 2.80235, -3.79931], [3.04770, -0.06840, -4.13410], [3.93243, 0.02178, -5.29780], [3.88411, -1.29646, -6.02645], [7.02416, 2.90824, -1.18436], [7.00303, 1.19500, -1.61326], [5.91885, 1.80726, -0.35175], [5.77681, 2.56508, -3.32237], [4.69167, 3.16728, -2.06198], [4.93723, 0.23590, -4.93548], [3.58829, 0.85145, -5.91586], [4.16301, -2.11636, -5.36383], [4.59753, -1.27568, -6.84993], [2.89714, -1.49170, -6.44723], [0.88704, -1.73982, -3.29790], [0.29648, -2.68427, -4.29164], [-0.79094, -2.00774, -5.09759], [-0.29196, -0.76264, -5.85259], [-0.98197, 0.51510, -5.42049], [-0.48287, 1.04994, -4.11170], [1.68289, -1.25244, -3.71472], [1.29185, -2.28953, -2.54374], [-0.09409, -3.54817, -3.75873], [1.09867, -3.03219, -4.94688], [-1.60597, -1.73059, -4.42039], [-1.21835, -2.73173, -5.79137], [-0.44378, -0.88486, -6.92458], [0.78685, -0.62913, -5.72076], [-2.05661, 0.35813, -5.31728], [-0.83432, 1.30579, -6.15743], [-1.06671, 1.86424, -3.92381], [0.45673, 1.46064, -4.24503]], "forces_ev_per_angstrom": [[-0.320, -0.135, -0.552], [0.000, 0.000, 0.039], [-0.038, -0.004, -0.086], [0.017, -0.031, 0.052], [0.001, -0.033, 0.015], [-0.023, 0.067, -0.024], [-0.143, -0.169, 0.086], [0.231, -0.093, 0.158], [-0.056, -0.037, -0.028], [0.009, 0.049, -0.011], [-0.012, -0.006, -0.004], [0.029, -0.010, -0.001], [0.011, -0.020, -0.017], [0.000, -0.008, 0.004], [-0.060, 0.021, -0.067], [0.011, 0.203, 0.178], [-0.012, 0.005, 0.000], [0.005, 0.006, -0.005], [0.000, -0.003, 0.005], [-0.014, -0.005, 0.008], [0.018, -0.002, 0.021], [-0.036, -0.033, -0.054], [0.013, -0.018, 0.008], [0.024, 0.057, 0.022], [0.000, -0.021, 0.015], [0.006, -0.005, -0.007], [-0.052, 0.014, -0.038], [0.229, -0.036, 0.163], [0.012, -0.014, -0.015], [-0.005, 0.033, 0.024], [-0.012, -0.002, -0.022], [-0.002, -0.020, -0.001], [0.061, 0.117, 0.031], [0.101, 0.082, 0.055], [0.011, 0.001, -0.043], [-0.003, 0.003, 0.014], [0.009, 0.021, 0.005], [-0.008, 0.004, 0.029], [0.025, -0.001, -0.009], [-0.020, 0.009, -0.027], [-0.008, -0.008, 0.011], [0.007, 0.001, -0.010], [-0.008, -0.002, 0.002], [-0.001, 0.001, -0.001], [0.001, -0.004, -0.006], [0.003, 0.010, 0.002], [-0.004, 0.001, -0.008], [0.003, 0.008, 0.001], [0.011, -0.001, 0.010], [-0.005, 0.001, 0.016], [0.011, -0.009, -0.014], [0.005, -0.008, -0.001], [-0.026, 0.008, -0.015], [-0.002, -0.002, -0.001], [-0.002, 0.011, 0.004], [0.001, -0.005, 0.002], [-0.003, -0.001, -0.005], [-0.002, 0.004, -0.002], [-0.002, 0.001, 0.003], [-0.004, -0.017, 0.001], [0.008, 0.004, -0.006], [-0.007, -0.002, -0.005], [0.015, -0.003, 0.015], [0.004, 0.001, -0.001], [0.001, 0.002, 0.001], [0.002, 0.007, -0.009], [-0.003, -0.004, 0.010], [-0.003, -0.001, -0.001], [0.002, 0.005, -0.002], [0.007, -0.008, -0.004], [-0.019, -0.003, -0.009], [-0.001, 0.007, 0.006], [-0.002, -0.004, -0.001], [0.002, 0.005, -0.006], [0.015, 0.000, 0.004], [-0.002, 0.004, -0.003], [-0.001, -0.002, -0.002], [-0.001, -0.005, 0.003], [0.004, 0.005, 0.005], [-0.021, 0.004, -0.030], [0.064, -0.271, 0.184], [0.068, 0.058, -0.122], [-0.071, 0.143, -0.108], [0.084, 0.038, 0.105], [-0.049, -0.012, -0.024], [0.041, -0.014, 0.015], [0.001, 0.001, -0.001], [-0.002, 0.000, -0.003], [0.000, 0.001, 0.001], [-0.005, 0.005, 0.003], [-0.003, -0.001, 0.006], [0.004, 0.008, 0.014], [0.014, 0.005, 0.004], [-0.003, 0.010, -0.003], [-0.016, 0.002, -0.018], [-0.018, 0.010, 0.015], [-0.234, 0.085, 0.164], [-0.001, 0.029, -0.078], [0.047, 0.007, 0.000], [0.000, 0.018, 0.083], [0.009, 0.006, 0.011], [0.030, -0.083, 0.026], [0.007, 0.001, -0.042], [0.067, 0.019, -0.021], [-0.032, 0.031, 0.017], [-0.006, -0.026, 0.013], [-0.026, -0.020, -0.013], [0.037, -0.014, -0.009], [-0.040, 0.020, 0.004], [0.026, -0.024, -0.047], [0.003, -0.010, -0.017], [0.015, -0.006, -0.008], [0.025, 0.028, -0.006], [-0.019, -0.029, -0.026]]}